# 1
Here is a single C5H7NO2 molecule at a distorted geometry from the Open Molecules 2025 dataset. Energies are from ωB97M-V/def2-TZVPD.

- E_HOMO: -0.306 Eh
- Largest force on an atom: 0.0526 Eh/bohr
- Relative energy (zero: lowest compared OMol25 entry of this formula, charge and spin): 265.3 kJ/mol
- SMILES string: C[C@@H]1C(=O)C([NH3+])=C1[O-]

Geometry as ORCA input:
```
! RIJCOSX wB97M-V def2-TZVPD def2/J DEFGRID3
* xyz 0 1
C -0.995 -0.531 0.037
C 0.162 -1.305 -0.248
C -0.422 0.458 0.910
C 0.953 -0.253 0.855
C 2.047 0.709 0.342
N -2.440 -0.625 -0.486
O 0.495 -2.179 -1.007
O -0.958 1.434 1.394
H 0.998 -0.819 1.820
H 1.769 1.417 -0.456
H 2.877 0.173 -0.176
H 2.253 1.374 1.139
H -2.704 0.201 -1.018
H -3.040 -0.770 0.303
H -2.456 -1.411 -1.175
*
```

Mulliken atomic charge list, values in e, 4 entries: atom 1 (C): -0.14, atom 2 (C): 0.12, atom 3 (C): -0.12, atom 4 (C): 0.57

***

# 2
Here is a single C5H9NS molecule at a distorted geometry from the Open Molecules 2025 dataset. Energies are from ωB97M-V/def2-TZVPD.

- E_HOMO (spin up / spin down): -0.237 / -0.237 Eh
- Largest force on an atom: 0.0605 Eh/bohr
- Relative energy (zero: lowest compared OMol25 entry of this formula, charge and spin): 459.6 kJ/mol

Geometry as ORCA input:
```
! RIJCOSX wB97M-V def2-TZVPD def2/J DEFGRID3
* xyz 0 1
C -0.781 0.945 -1.330
C 0.618 0.546 -1.411
C 0.809 0.588 0.105
C -2.560 1.243 0.299
C 1.421 -2.008 0.388
N -1.939 1.099 -0.992
S 0.379 -0.776 1.065
H 0.596 -0.574 -1.573
H 1.326 1.193 -1.920
H 0.509 1.539 0.480
H -3.625 0.807 0.148
H -2.601 2.251 0.776
H -2.015 0.529 1.016
H 0.978 -2.480 -0.514
H 1.739 -2.915 1.105
H 2.281 -1.427 -0.021
*
```

Mulliken atomic charge list, values in e, 4 entries: atom 1 (C): 0.41, atom 2 (C): -0.09, atom 3 (C): -0.97, atom 4 (C): -0.53

***

# 3
Here is a single C4H5NO molecule from the Open Molecules 2025 dataset. Energies are from ωB97M-V/def2-TZVPD.

- E_HOMO: -0.333 Eh
- Largest force on an atom: 0.0121 Eh/bohr
- Relative energy (zero: lowest compared OMol25 entry of this formula, charge and spin): 401.9 kJ/mol
- SMILES string: C=C=C(C)N=O

Geometry as ORCA input:
```
! RIJCOSX wB97M-V def2-TZVPD def2/J DEFGRID3
* xyz 0 1
C -1.798 -0.022 0.252
C -0.322 -0.245 0.110
N 0.053 -1.678 0.168
O 1.220 -1.929 0.041
C 1.891 0.979 -0.361
C 0.680 0.573 -0.100
H -2.258 -0.979 0.519
H -2.044 0.710 1.027
H -2.244 0.315 -0.689
H 2.595 1.241 0.424
H 2.228 1.035 -1.393
*
```

Mulliken atomic charge list, values in e, 4 entries: atom 1 (C): -1.01, atom 2 (C): 0.20, atom 3 (N): 0.02, atom 4 (O): -0.32

***

# 4
Here is a single C6H7NO molecule at a distorted geometry from the Open Molecules 2025 dataset. Energies are from ωB97M-V/def2-TZVPD.

- E_HOMO: -0.315 Eh
- Largest force on an atom: 0.1519 Eh/bohr
- Relative energy (zero: lowest compared OMol25 entry of this formula, charge and spin): 168.0 kJ/mol
- SMILES string: CC(=O)c1ccc[nH]1

Geometry as ORCA input:
```
! RIJCOSX wB97M-V def2-TZVPD def2/J DEFGRID3
* xyz 0 1
C -2.245 -0.738 0.230
C -1.430 0.470 -0.097
C 0.043 0.331 0.042
C 0.973 1.340 0.133
C 2.232 0.762 0.083
C 2.028 -0.582 -0.143
H -2.185 -1.322 -0.560
H -3.398 -0.467 0.344
H -2.043 -1.360 0.954
H 0.862 2.267 0.209
H 3.165 1.439 0.296
H 2.919 -1.135 -0.362
H 0.279 -1.681 -0.578
N 0.714 -0.828 -0.211
O -1.914 1.504 -0.339
*
```

Mulliken atomic charge list, values in e, 4 entries: atom 1 (C): -1.63, atom 2 (C): 0.57, atom 3 (C): 0.10, atom 4 (C): -0.58

***

# 5
Here is 2 unconnected molecules or ions with the total composition C6H9N at a distorted geometry from the Open Molecules 2025 dataset. Energies are from ωB97M-V/def2-TZVPD.

- E_HOMO: -0.370 Eh
- Largest force on an atom: 0.0214 Eh/bohr
- Relative energy (zero: lowest compared OMol25 entry of this formula, charge and spin): 192.9 kJ/mol
- SMILES string: C=C(C)C#N.C=C

Geometry as ORCA input:
```
! RIJCOSX wB97M-V def2-TZVPD def2/J DEFGRID3
* xyz 0 1
C 1.323 1.092 0.094
C 1.250 -0.110 -0.812
C -1.527 -0.359 1.534
C -2.500 0.022 0.713
C 0.177 -0.461 -1.522
C 2.443 -0.922 -0.899
N 3.406 -1.564 -0.949
H 1.982 1.857 -0.332
H 1.728 0.818 1.074
H 0.327 1.520 0.234
H -1.155 0.292 2.321
H -1.056 -1.336 1.448
H -2.870 -0.634 -0.072
H -2.968 1.000 0.791
H 0.177 -1.337 -2.164
H -0.737 0.122 -1.460
*
```

Mulliken atomic charge list, values in e, 4 entries: atom 1 (C): -1.15, atom 2 (C): 0.78, atom 3 (C): -0.52, atom 4 (C): -0.52

***

# 6
Here is a molecular structure, C14H15N4PdS at a distorted geometry from the Open Molecules 2025 dataset. Energies are from ωB97M-V/def2-TZVPD.

- E_HOMO (spin up / spin down): -0.349 / -0.420 Eh
- Largest force on an atom: 0.1038 Eh/bohr
- Relative energy (zero: lowest compared OMol25 entry of this formula, charge and spin): 75.9 kJ/mol
- ⟨S²⟩: 2.02

Geometry as ORCA input:
```
! RIJCOSX wB97M-V def2-TZVPD def2/J DEFGRID3
* xyz 1 3
Pd -7.584 7.338 10.826
C -10.883 9.777 9.311
C -9.946 8.688 9.777
N -9.036 8.760 10.719
N -9.112 9.614 11.827
C -8.034 9.724 12.579
N -8.020 10.674 13.508
S -6.636 8.752 12.355
C -9.960 7.338 9.100
C -10.838 6.849 8.085
C -10.819 5.593 7.693
C -9.787 4.708 8.202
C -8.977 5.247 9.128
N -8.980 6.521 9.537
H -10.759 10.665 9.904
H -11.939 9.475 9.409
H -10.599 10.067 8.328
H -9.910 10.265 11.921
H -8.870 11.207 13.739
H -7.237 10.724 14.151
H -11.585 7.568 7.731
H -11.481 5.220 6.954
H -9.796 3.690 7.926
H -8.243 4.603 9.638
C -4.181 3.951 10.639
C -4.590 4.692 9.502
C -5.463 5.766 9.590
C -6.114 6.009 10.762
C -5.723 5.324 11.920
C -4.838 4.218 11.866
H -3.384 3.146 10.473
H -4.033 4.550 8.587
H -5.624 6.335 8.678
H -6.125 5.691 12.875
H -4.668 3.671 12.817
*
```

Mulliken atomic charge list, values in e, 4 entries: atom 1 (Pd): 0.20, atom 2 (C): -1.37, atom 3 (C): 0.27, atom 4 (N): -0.22